Here is C26H38Cl3N5S2SiTl as an isolated structure at a distorted geometry from the Open Molecules 2025 dataset. Energies are from ωB97M-V/def2-TZVPD.

The geometry in ORCA input format:
```
! wB97M-V def2-TZVPD RIJCOSX def2/J DEFGRID3
* xyz -2 2
Tl 0.643 1.196 -1.190
N 2.597 2.833 1.107
C 1.990 2.738 2.427
C 0.847 3.732 2.608
C -0.441 3.481 1.830
N -0.304 3.568 0.385
H 3.399 2.226 1.001
H 2.890 3.779 0.899
H 2.714 2.911 3.240
H 1.600 1.725 2.562
H 1.222 4.748 2.414
H 0.563 3.718 3.665
H -1.191 4.183 2.230
H -0.810 2.475 2.059
H 0.214 4.379 0.072
H -1.202 3.558 -0.084
Cl 2.075 1.964 -4.602
Si 3.857 0.599 -2.855
Cl 4.728 -1.272 -3.437
Cl 5.762 1.588 -2.415
S -0.444 -1.151 -4.095
C -0.761 0.292 -3.375
S -1.060 3.082 -3.284
C -0.878 1.583 -4.248
N 0.447 1.956 -4.058
C 1.893 1.094 -5.977
C 0.791 0.785 -6.664
C -0.669 0.992 -6.487
N -1.416 1.421 -5.546
H 2.405 3.989 -3.615
H 3.686 2.665 -5.384
H 1.000 0.201 -7.559
H -1.219 0.713 -7.393
C -4.458 -1.243 3.470
C -3.735 -0.486 2.381
C -4.299 0.663 1.845
C -3.621 1.318 0.803
C -4.208 2.557 0.171
C -2.416 0.839 0.357
C -1.748 -0.300 0.922
C -2.509 -0.965 1.934
N -0.525 -0.580 0.458
C 0.202 -1.775 0.824
C 1.510 -1.765 0.009
C 2.380 -2.995 0.277
C 2.745 -3.043 1.763
C 1.461 -3.091 2.594
C 0.656 -4.342 2.219
C 0.310 -4.310 0.726
C 1.602 -4.260 -0.093
C -0.537 -3.071 0.419
C 0.616 -1.844 2.312
H -5.409 -0.766 3.714
H -3.860 -1.292 4.384
H -4.666 -2.272 3.164
H -5.257 1.029 2.200
H -5.287 2.610 0.328
H -4.010 2.580 -0.902
H -3.770 3.464 0.603
H -1.953 1.313 -0.504
H -2.140 -1.872 2.391
H 2.069 -0.853 0.257
H 1.249 -1.713 -1.055
H 3.289 -2.930 -0.330
H 3.325 -2.153 2.032
H 3.371 -3.919 1.975
H 1.715 -3.128 3.661
H -0.263 -4.381 2.814
H 1.237 -5.243 2.452
H -0.254 -5.213 0.466
H 1.366 -4.249 -1.161
H 2.214 -5.149 0.105
H -1.499 -3.142 0.928
H -0.747 -3.002 -0.652
H 1.185 -0.935 2.543
H -0.259 -1.840 2.961
*
```

Properties
Lowest unoccupied orbital energy (alpha / beta): 4.21 / 3.77 eV
Gap between HOMO and LUMO (alpha / beta): 4.9 / 4.5 eV
E_HOMO (alpha / beta): -0.027 / -0.026 Eh
E_tot: -3925.7942 hartree
Relative energy (zero: lowest compared OMol25 entry of this formula, charge and spin): 391.2 kcal/mol

---

Here is one molecule with the formula C2H6N2 at a distorted geometry from the Open Molecules 2025 dataset. Energies are from ωB97M-V/def2-TZVPD.

The geometry in ORCA input format:
```
! wB97M-V def2-TZVPD RIJCOSX def2/J DEFGRID3
* xyz 0 1
C -0.822 0.474 0.572
C 0.395 -0.607 -0.097
N 0.776 -0.559 -1.423
N 1.642 0.047 -0.422
H -1.296 0.073 1.424
H -1.560 0.485 -0.217
H -0.145 1.411 0.756
H 0.221 -1.582 0.481
H 1.094 -1.349 -1.923
H 1.579 1.050 -0.605
*
```

Properties
Lowest unoccupied orbital energy: 1.32 eV
Gap between HOMO and LUMO: 10.6 eV
SMILES string: CC1NN1
E_HOMO: -0.340 Eh
E_tot: -189.1912 hartree
Relative energy (zero: lowest compared OMol25 entry of this formula, charge and spin): 86.8 kcal/mol

---

Here is one molecule with the formula C6H15NO at a distorted geometry from the Open Molecules 2025 dataset. Energies are from ωB97M-V/def2-TZVPD.

The geometry in ORCA input format:
```
! wB97M-V def2-TZVPD RIJCOSX def2/J DEFGRID3
* xyz 0 1
C 1.136 -2.524 1.107
C 0.883 -1.266 0.263
C 0.890 -1.442 -1.331
C -0.609 -0.899 0.465
C -0.911 0.501 0.984
N -1.567 1.287 -0.156
C -0.496 1.756 -1.041
O 0.427 2.536 -0.230
H 1.601 -2.232 2.025
H 0.141 -2.896 1.396
H 1.702 -3.290 0.700
H 1.483 -0.627 0.804
H 0.050 -1.998 -1.761
H 1.009 -0.373 -1.822
H 1.822 -1.901 -1.343
H -1.220 -1.590 1.114
H -1.060 -1.070 -0.642
H -0.076 1.134 1.334
H -1.656 0.484 1.839
H -2.069 2.115 0.368
H -0.753 2.428 -1.757
H 0.101 0.824 -1.311
H 1.122 2.942 -0.691
*
```

Properties
Lowest unoccupied orbital energy: 0.92 eV
Gap between HOMO and LUMO: 10.1 eV
SMILES string: CC(C)CCNCO
E_HOMO: -0.338 Eh
E_tot: -367.4822 hartree
Relative energy (zero: lowest compared OMol25 entry of this formula, charge and spin): 93.6 kcal/mol

---

Here is a 11-piece molecular cluster, C6H33NO11 overall at a distorted geometry from the Open Molecules 2025 dataset. Energies are from ωB97M-V/def2-TZVPD.

The geometry in ORCA input format:
```
! wB97M-V def2-TZVPD RIJCOSX def2/J DEFGRID3
* xyz 0 1
C -2.157 -0.826 0.351
C -1.544 -0.133 -0.904
C -0.549 0.945 -0.506
N 0.821 0.330 -0.327
C 1.765 1.289 0.285
C 3.236 0.952 -0.163
C 2.008 1.507 1.763
O 1.787 0.892 2.793
H -2.675 -1.779 0.074
H -3.030 -0.239 0.649
H -1.477 -1.000 1.165
H -1.207 -0.917 -1.562
H -2.380 0.436 -1.372
H -0.373 1.510 -1.435
H -1.028 1.584 0.234
H 0.754 -0.571 0.140
H 1.449 2.323 -0.117
H 3.605 0.323 0.660
H 3.819 1.795 -0.547
H 3.080 0.400 -1.080
H 2.556 2.441 1.690
O 0.427 3.380 1.543
H -0.429 2.971 1.391
H 0.260 4.038 2.226
O -1.916 -3.217 -3.079
H -1.085 -2.873 -3.501
H -2.633 -2.579 -3.026
O 1.362 -3.382 -0.316
H 1.764 -3.746 0.475
H 0.838 -4.116 -0.629
O 1.129 2.991 -3.051
H 1.917 3.505 -2.839
H 0.440 3.197 -2.409
O 0.892 0.326 -3.266
H 1.104 1.241 -3.516
H 1.153 0.224 -2.339
O -0.714 0.975 3.736
H -0.898 0.099 4.157
H 0.158 0.815 3.339
O -2.460 2.164 2.284
H -3.040 2.619 2.903
H -2.163 1.333 2.735
O 0.920 -2.329 -3.328
H 1.736 -1.758 -3.385
H 1.021 -2.627 -2.397
O -1.848 -1.415 3.852
H -1.767 -2.119 3.203
H -1.279 -1.699 4.604
O -1.094 -3.338 -0.072
H -0.721 -2.449 -0.156
H -1.533 -3.492 -0.928
*
```

Properties
Lowest unoccupied orbital energy: 0.24 eV
Gap between HOMO and LUMO: 9.4 eV
SMILES string: CCCN[C@H](C)C=O.O.O.O.O.O.O.O.O.O.O
E_HOMO: -0.338 Eh
E_tot: -1130.7162 hartree
Relative energy (zero: lowest compared OMol25 entry of this formula, charge and spin): 114.0 kcal/mol

---

Here is C4H9F as an isolated structure at a distorted geometry from the Open Molecules 2025 dataset. Energies are from ωB97M-V/def2-TZVPD.

The geometry in ORCA input format:
```
! wB97M-V def2-TZVPD RIJCOSX def2/J DEFGRID3
* xyz 0 1
C 0.368 0.303 2.007
C -0.384 0.632 0.564
C -0.271 -0.380 -0.403
C -0.636 0.046 -1.707
H 0.301 1.169 2.706
H -0.234 -0.466 2.555
H 1.279 0.024 1.779
H -1.277 1.250 0.604
H 0.299 1.482 0.481
H -0.893 -1.105 -0.034
H 0.163 -0.617 -2.534
H -1.833 -0.195 -2.289
H -0.588 1.193 -1.968
F 0.925 -0.703 -0.452
*
```

Properties
Lowest unoccupied orbital energy: 1.17 eV
Gap between HOMO and LUMO: 11.7 eV
E_HOMO: -0.389 Eh
E_tot: -257.5253 hartree
Relative energy (zero: lowest compared OMol25 entry of this formula, charge and spin): 94.3 kcal/mol

---

Here is one molecule with the formula CH3Cl2OPS at a distorted geometry from the Open Molecules 2025 dataset. Energies are from ωB97M-V/def2-TZVPD.

The geometry in ORCA input format:
```
! wB97M-V def2-TZVPD RIJCOSX def2/J DEFGRID3
* xyz 0 1
C 1.074 -0.591 1.727
O 1.723 1.680 -2.604
P 1.554 1.000 -1.157
S 2.708 -0.864 -1.387
Cl 1.230 -1.549 0.452
Cl 2.997 2.092 0.108
H 0.321 0.203 1.599
H 1.719 -0.683 2.603
H 2.579 1.306 -2.801
*
```

Properties
Lowest unoccupied orbital energy (alpha / beta): -1.81 / -1.04 eV
Gap between HOMO and LUMO (alpha / beta): 7.2 / 8.1 eV
E_HOMO (alpha / beta): -0.333 / -0.337 Eh
E_tot: -1774.9948 hartree
Relative energy (zero: lowest compared OMol25 entry of this formula, charge and spin): 105.7 kcal/mol

---

Here is a 5-piece molecular cluster, C18H38N3O14 overall at a distorted geometry from the Open Molecules 2025 dataset. Energies are from ωB97M-V/def2-TZVPD.

The geometry in ORCA input format:
```
! wB97M-V def2-TZVPD RIJCOSX def2/J DEFGRID3
* xyz -1 1
C 2.284 0.886 -0.068
C 3.445 -0.080 -0.387
N 3.443 -1.200 0.550
C 4.671 -1.990 0.507
N 5.821 -1.137 0.798
C 4.589 -3.171 1.520
C 3.421 -3.159 2.485
N 2.235 -3.778 1.866
C 4.822 -2.706 -0.882
O 5.958 -3.111 -1.199
O 3.714 -2.895 -1.476
H 1.726 0.472 0.762
H 1.593 0.956 -0.897
H 2.629 1.861 0.248
H 3.331 -0.408 -1.416
H 4.370 0.474 -0.333
H 2.736 -1.829 0.190
H 5.525 -0.216 1.091
H 6.360 -1.507 1.563
H 5.510 -3.257 2.084
H 4.489 -4.089 0.950
H 3.689 -3.783 3.335
H 3.208 -2.175 2.880
H 2.411 -3.914 0.881
H 1.434 -3.171 1.960
C -3.341 -0.964 2.223
O -3.681 -2.350 2.164
C -2.632 -3.165 2.296
O -1.494 -2.825 2.456
O -3.060 -4.421 2.211
C -2.010 -5.394 2.311
H -4.271 -0.416 2.103
H -2.895 -0.718 3.185
H -2.657 -0.701 1.419
H -1.506 -5.316 3.272
H -1.289 -5.273 1.505
H -2.487 -6.366 2.229
C 1.151 3.135 -5.404
O 0.195 4.034 -4.836
C 0.149 3.995 -3.504
O 0.823 3.298 -2.800
O -0.775 4.864 -3.093
C -0.925 4.917 -1.672
H 1.089 3.262 -6.481
H 2.156 3.380 -5.067
H 0.913 2.106 -5.145
H 0.004 5.229 -1.198
H -1.234 3.949 -1.282
H -1.698 5.652 -1.466
C -4.199 8.640 2.608
O -4.725 9.240 1.422
C -4.269 8.701 0.294
O -3.488 7.793 0.212
O -4.829 9.343 -0.729
C -4.423 8.860 -2.012
H -4.648 9.169 3.443
H -4.469 7.587 2.657
H -3.118 8.750 2.647
H -4.701 7.816 -2.136
H -3.349 8.978 -2.146
H -4.947 9.464 -2.746
C -2.869 -7.284 0.146
O -2.268 -6.466 -0.851
C -1.078 -5.959 -0.491
O -0.541 -6.149 0.567
O -0.632 -5.216 -1.488
C 0.652 -4.595 -1.268
H -3.814 -7.627 -0.266
H -2.240 -8.143 0.373
H -3.057 -6.713 1.054
H 1.435 -5.337 -1.137
H 0.613 -3.936 -0.405
H 0.866 -4.009 -2.155
*
```

Properties
Lowest unoccupied orbital energy: 1.78 eV
Gap between HOMO and LUMO: 5.8 eV
E_HOMO: -0.146 Eh
E_tot: -1926.3084 hartree

---

Here is a 6-piece molecular cluster, C9H27F6N3O8S2 overall at a distorted geometry from the Open Molecules 2025 dataset. Energies are from ωB97M-V/def2-TZVPD.

The geometry in ORCA input format:
```
! wB97M-V def2-TZVPD RIJCOSX def2/J DEFGRID3
* xyz 0 1
N -1.004 0.270 2.393
H -1.743 -0.388 2.192
H -0.805 0.867 1.603
H -0.189 -0.271 2.645
H -1.267 0.782 3.223
C 2.329 4.707 0.404
F 1.503 5.580 0.769
F 3.521 5.361 0.234
F 2.452 3.686 1.305
S 1.785 3.935 -1.323
O 2.043 4.938 -2.377
O 2.605 2.726 -1.469
N 0.147 3.397 -0.960
S -0.695 4.365 -1.838
O -0.552 5.769 -1.437
O -0.733 4.158 -3.281
C -2.542 3.822 -1.284
F -2.714 2.492 -1.024
F -2.944 4.611 -0.189
F -3.447 4.007 -2.291
C -1.674 0.573 8.118
C -1.378 2.009 8.311
C -0.340 2.298 9.386
O -1.120 2.726 7.134
H -0.805 -0.043 7.888
H -2.485 0.408 7.409
H -2.120 0.175 9.030
H -2.250 2.536 8.700
H -0.025 3.341 9.404
H 0.552 1.682 9.268
H -0.757 2.077 10.368
H -0.833 3.628 7.291
O 2.468 -2.990 2.647
H 2.207 -3.497 1.878
H 3.423 -2.963 2.604
O -3.821 -3.808 1.143
H -4.715 -4.131 1.028
H -3.265 -4.543 0.883
C 1.005 -1.982 -6.830
C 0.692 -2.982 -5.755
C 1.048 -4.457 -6.189
O 0.805 -4.897 -7.560
C 1.393 -6.181 -7.904
N 1.144 -2.555 -4.443
H 0.717 -0.950 -6.627
H 0.418 -2.296 -7.693
H 2.066 -1.955 -7.080
H -0.388 -2.874 -5.659
H 0.622 -5.058 -5.385
H 2.075 -4.636 -5.872
H 1.756 -6.810 -7.091
H 2.305 -5.993 -8.471
H 0.710 -6.772 -8.514
H 2.097 -2.226 -4.497
H 0.722 -1.667 -4.209
*
```

Properties
Lowest unoccupied orbital energy: -1.88 eV
Gap between HOMO and LUMO: 6.8 eV
E_HOMO: -0.320 Eh
E_tot: -2520.6506 hartree
Relative energy (zero: lowest compared OMol25 entry of this formula, charge and spin): 128.5 kcal/mol

---

What is the formula in the fifth record?
C4H9F

---

The highest E_tot belongs to which entry?
C2H6N2

---

Among the records above, which one has the lowest E_tot?
C26H38Cl3N5S2SiTl